[1]
The following is a quantum chemistry calculation of a structure of composition C49H109O3P3 in a non-equilibrium geometry, from the Open Molecules 2025 dataset.

```
164
C49H109O3P3 (ωB97M-V/def2-TZVPD)
P -4.7512 -2.2227 -2.4365
P 2.3891 3.5482 -0.6385
P 2.4972 -0.9216 3.1396
O -1.6808 -0.4154 -0.6696
O -0.0310 -1.2704 0.4034
O 0.4997 -0.4492 -1.3457
C -4.3573 -3.2257 -0.9865
C 1.3277 0.8610 5.0852
C 1.5503 -4.5946 1.9049
C -0.8629 3.8370 2.0552
C 6.5830 -2.4402 0.5671
C 1.4612 -2.4792 3.3267
C 6.4776 1.0171 -1.5461
C -9.0231 -3.6902 -4.4324
C 2.2579 -5.9669 1.7432
C -1.5569 -5.9766 -0.6475
C -5.3336 -0.5039 -1.9263
C -7.2402 -3.4817 -2.5818
C -2.1182 -4.5673 -0.6620
C 3.0231 -1.0038 1.3622
C 0.0820 4.2180 0.9470
C -6.0482 -3.0021 -3.4339
C 0.0252 1.9883 6.9239
C -2.2804 -0.7869 -5.5356
C 3.8538 7.3292 0.6093
C 3.5139 4.7809 0.1825
C 4.3997 2.3931 -2.2116
C 5.3719 -2.0010 6.1061
C 5.4424 1.3363 -2.5706
C 2.2691 -3.7957 3.0527
C 3.9596 -1.8736 5.4570
C -0.8410 3.0197 -2.2505
C -8.1046 -4.4205 -3.4255
C -0.0189 1.5252 5.4819
C -3.1979 -2.0740 -3.4832
C 1.2038 0.3931 3.6235
C 6.1303 -0.7855 6.6033
C 5.1934 -2.5286 1.1607
C 4.5264 -1.1456 1.0064
C 3.8872 -0.8878 4.2795
C -7.6478 2.0414 -1.4134
C -3.5432 -4.5425 -1.1780
C -6.6489 1.6244 -2.5267
C -0.5421 -0.7175 -0.5350
C -1.7691 2.0535 -2.9963
C -2.7751 0.1154 -6.7108
C 1.1133 3.1023 0.5283
C 3.3713 2.1033 -1.1365
C -3.4629 -1.0539 -4.6135
C 3.3761 8.7652 0.4379
C -1.7294 2.6163 1.6670
C 2.8085 6.1956 0.3969
C -6.3014 0.1557 -2.9072
C 1.5948 4.0203 -2.1942
C 0.5999 2.9796 -2.8188
H -3.0248 -3.0658 -3.9009
H 0.5024 -2.4552 2.8087
H -0.9318 2.2937 7.3468
H 3.6800 4.2746 1.1334
H -8.7126 -5.0929 -2.8203
H 3.8948 1.8286 -0.2208
H -1.8788 -1.7812 -5.7314
H -1.4237 -3.8571 -1.1108
H 0.6219 2.8955 7.0193
H 3.5725 -2.8588 5.1969
H 2.6941 1.3038 -1.4371
H 5.9853 1.0579 -0.5744
H -6.0706 0.0974 -3.9708
H -9.8111 -4.3687 -4.7593
H 2.6200 -0.0985 0.9083
H 0.4619 1.2175 7.5589
H -1.1577 -6.2186 -1.6324
H 1.5254 -4.1342 0.9172
H 0.6643 2.1711 0.1827
H 6.9475 0.0338 -1.5640
H 0.2571 -0.0893 3.3804
H 4.5481 -1.0479 -0.0790
H 4.1597 7.2372 1.6515
H 6.0528 -2.5758 5.4783
H 1.2914 1.2583 2.9663
H -3.6927 -2.5580 -0.4383
H -7.4190 1.6052 -0.4410
H 4.9104 3.3497 -2.1019
H -1.8514 2.2536 -4.0646
H 1.1261 4.9667 -1.9247
H 6.5751 -2.7086 -0.4894
H 2.2362 1.3485 5.4386
H 2.2003 6.4378 -0.4746
H 7.2971 1.7295 -1.4515
H -3.2747 -0.5653 -7.4002
H -9.4972 -2.8382 -3.9453
H -8.5274 -3.4631 -5.3762
H 1.5348 -6.6274 1.2647
H -2.0616 2.7292 0.6350
H 3.2807 -3.6493 2.6742
H -0.7734 2.6115 -1.2420
H 7.1575 -3.1576 1.1530
H -2.0293 0.6885 -7.2616
H -1.5001 4.6420 2.4212
H 0.6085 3.1785 -3.8904
H -6.4270 -2.3144 -4.1900
H 5.4703 0.0663 6.7673
H -4.1432 -5.2239 -0.5748
H 5.2298 -0.3354 1.1985
H -2.6087 2.5642 2.3090
H 2.8321 8.7883 -0.5064
H -2.3336 -6.7241 -0.4862
H -5.4663 -3.7958 -3.9024
H -5.8776 -0.8072 -1.0317
H 5.2890 -2.6912 6.9457
H 6.8816 -0.5452 5.8510
H -1.5754 -0.2354 -4.9136
H -7.4841 -5.0801 -4.0322
H -7.8561 -2.6164 -2.3369
H -2.4454 -1.8727 -2.7208
H -0.8682 0.8424 5.5052
H 5.2990 -2.8157 2.2069
H -3.7871 -0.1121 -4.1709
H 4.6478 -3.2635 0.5688
H 1.5963 2.7227 1.4287
H -0.4066 3.7411 3.0404
H 2.3971 -4.4227 3.9350
H 2.2564 6.3657 1.3212
H -5.2825 -3.3834 -0.4323
H 1.1613 -2.3221 4.3628
H 2.3671 -6.4430 2.7177
H -7.0149 2.1634 -3.4006
H -0.4832 4.5587 0.0795
H 2.4648 4.1764 -2.8320
H 6.6628 -0.9428 7.5413
H 4.1459 9.5368 0.4293
H 3.4586 -1.4018 6.3023
H -5.7082 2.1063 -2.2604
H 1.2268 -0.0757 5.6333
H -3.5425 -4.9487 -2.1895
H 4.7302 7.1101 -0.0005
H -7.0855 -3.8697 -1.5750
H -8.6684 1.9060 -1.7713
H -0.7589 -6.0686 0.0892
H -1.2020 4.0481 -2.2685
H -4.4752 0.0848 -1.6029
H -4.3113 -1.4167 -5.1938
H 2.4358 -1.7653 0.8490
H 5.0040 0.3688 -2.8153
H 2.7336 9.1350 1.2369
H 3.2558 -5.9882 1.3053
H -0.2123 2.3437 4.7885
H 0.9041 1.9575 -2.5935
H 0.8081 -0.8915 -0.5514
H -7.2229 -0.3919 -2.7091
H -3.6053 0.7388 -6.3787
H 4.7454 -1.0607 3.6302
H 5.9168 1.6581 -3.4976
H 4.0209 0.1473 4.5937
H 0.6270 5.0868 1.3161
H 7.1918 -1.5469 0.7066
H -7.5319 3.0701 -1.0724
H 0.4967 -4.7322 2.1482
H -1.4627 1.0174 -2.8520
H 3.7948 2.4561 -3.1162
H -1.2462 1.6452 1.7750
H -2.2426 -4.3663 0.4020
H 4.3711 4.7933 -0.4908
H -2.7780 2.0781 -2.5843
```

Output
M: 839.33 g/mol
Energy above the lowest of the compared OMol25 structures with the same formula, charge and spin: 126.7 kcal/mol
HOMO energy: -12.580 eV
HOMO-LUMO gap: 8.8 eV
2S+1: 1
Total charge: +2

[2]
The following is a quantum chemistry calculation of a cluster of 7 separate species, C49H111N6O in total in a non-equilibrium geometry, from the Open Molecules 2025 dataset.

```
167
C49H111N6O (ωB97M-V/def2-TZVPD)
O -0.7741 1.6245 -0.7547
N -3.5674 -1.7376 -2.3221
N 2.9220 -4.2655 1.5449
N -3.3804 4.5055 -0.6123
N -1.2867 1.0928 5.5298
N 2.9559 5.1906 0.8957
N 2.7292 -5.4908 -4.8170
C -0.0891 0.2613 4.8753
C -3.9958 6.9232 -3.7856
C 2.5704 -3.4052 0.3432
C 2.8243 6.8253 2.7956
C -3.9497 3.0862 -1.0845
C -5.0470 3.7746 1.0383
C 2.8028 -4.0154 -4.0854
C -2.0031 4.3419 -0.0486
C -1.8419 -0.1472 7.8221
C 2.1316 4.4998 -0.2974
C -5.1325 2.8309 -0.1901
C 2.1807 3.5164 -2.6772
C 2.0405 5.6971 2.0142
C 2.6290 -6.5394 2.7960
C -0.7250 2.1396 3.4485
C 4.5397 -6.1607 -6.4371
C -2.8277 -0.9642 8.5146
C -3.8303 -2.9076 -3.2541
C 1.9332 -6.3080 -3.8613
C 3.9308 4.0236 1.3127
C -2.7748 -1.2992 -4.7491
C 2.5217 -1.9786 0.7103
C 1.5614 -1.8586 -3.2292
C 3.5607 -5.2334 -7.0709
C -3.0000 -1.0297 0.0914
C 4.3742 -4.7221 1.4098
C -3.0935 5.4273 -1.8121
C -1.9304 1.7275 4.2525
C -0.6766 2.2474 6.4042
C 0.3656 0.7738 -0.7010
C -2.6272 -0.8583 -3.2432
C -2.9575 -2.2189 -0.9673
C 2.0915 -5.6474 1.6456
C -4.3483 6.0391 -2.5650
C 4.0153 7.1039 1.9547
C 3.3286 -1.9355 2.0381
C 1.5218 -3.1818 -4.1977
C 2.2366 -5.4647 -6.2916
C -4.4349 4.9498 0.3854
C -2.2166 -1.3794 1.3406
C -3.8614 -2.3452 -4.6279
C 2.9580 3.8655 -1.4488
C 3.7595 6.5505 0.6096
C 2.9221 -3.2644 2.6891
C 0.2888 1.0718 3.6643
C 1.5857 -7.5004 3.1902
C -2.3060 0.2442 6.3722
C 4.0914 -6.0917 -4.9062
C -4.9431 -0.9778 -2.0949
H 3.2175 6.4013 3.7196
H -3.7822 -0.4725 8.7021
H -2.2627 -0.4856 1.9629
H 1.4010 2.7584 -2.6011
H -3.0869 -1.8038 7.8697
H 3.4285 -7.1395 2.3613
H 1.6181 -7.4714 4.2793
H -3.9278 5.5486 1.1419
H 1.8749 -3.1766 2.9787
H -4.9893 6.6170 -1.8993
H 1.6567 4.8873 2.6349
H -2.4449 4.8743 -2.4916
H -1.2862 4.2795 -0.8673
H 1.5538 5.3132 -0.7362
H 0.6220 -3.7558 -3.9764
H 4.2512 4.1777 2.3430
H 4.2008 -7.0638 -4.4254
H -2.0239 3.4137 0.5224
H 4.7794 -5.4566 -4.3482
H 2.9406 3.1338 -3.3586
H 5.0232 -3.8473 1.3682
H -0.6970 -0.5812 4.5455
H 1.5739 -3.7274 0.0409
H 0.0089 2.7798 5.7449
H 3.5447 2.9707 -1.2408
H -1.4444 2.8928 6.8311
H -2.7962 -2.0958 1.9227
H -4.7396 -3.3361 -2.8326
H -3.1504 2.3544 -0.9684
H -5.5356 -1.5326 -1.3675
H -0.1654 1.8203 7.2670
H 5.5492 -5.8198 -6.6668
H 1.1508 6.1173 1.5452
H 2.9534 -1.0656 2.5770
H 4.4454 -7.2044 -6.7369
H -5.1690 1.7768 0.0847
H 0.5832 -0.1735 5.6150
H -1.2287 -1.7991 1.1508
H 2.0577 -5.9595 0.6018
H -5.9955 3.0853 -0.8054
H -3.5019 6.3125 -4.5414
H 1.6260 4.3897 -3.0202
H 3.6426 -3.4027 -4.4130
H 3.1130 7.1632 -0.0186
H -3.5677 -3.1122 -5.3445
H -3.3802 7.7685 -3.4781
H 3.9245 -4.2134 -6.9468
H 1.4712 3.8419 0.2674
H -1.8208 -1.7626 -5.0006
H -2.7107 0.2125 -3.0574
H 3.2271 -3.5011 -0.5214
H -2.5212 6.2636 -1.4107
H -5.0060 5.2402 -2.9077
H -2.4310 -1.2889 9.4766
H 2.3951 -1.2376 -3.5568
H -5.9418 3.8792 1.6517
H 0.9595 -5.8335 -3.7391
H 2.8298 -1.2327 -0.0224
H -2.9345 -3.5018 -3.0736
H -4.8953 7.4327 -4.1310
H 1.8866 -1.9327 -2.1915
H 0.0605 -0.1856 -1.1189
H -1.7335 0.8454 8.2592
H 4.5845 6.2472 -0.0349
H 1.8752 -7.3176 -4.2681
H 3.6212 4.7181 -1.5947
H 0.6733 -1.2500 -3.3992
H 3.2787 3.1501 1.3185
H 0.5385 -7.2058 3.1212
H 3.6007 -3.5567 3.4905
H -3.2223 0.8252 6.4767
H -2.6152 -0.4852 5.6236
H -2.3744 0.9027 3.6951
H 0.6334 0.3578 0.2702
H 1.5707 -1.5322 1.0010
H -3.5607 -3.0495 -0.6008
H -0.8870 -0.6727 7.8224
H 1.7020 -8.5512 2.9250
H -4.4627 3.3285 1.8431
H 4.3421 8.1434 1.9835
H 2.9932 -5.9296 3.6228
H -1.0478 2.1441 2.4074
H -5.1335 5.7217 0.0626
H 3.6213 -5.5645 -8.1076
H 1.5223 -4.6890 -6.5676
H -3.9926 -0.7795 0.4658
H -1.9079 -2.4713 -1.1176
H -1.6917 -1.2263 -2.8220
H 4.5283 -5.3097 0.5048
H 4.6886 3.9550 0.5322
H -0.3638 3.1674 3.4850
H -4.8262 -1.9198 -4.9041
H 1.2490 0.8614 -1.3335
H -1.7387 5.2297 0.5259
H -2.6943 2.4552 4.5265
H 1.3989 -2.6452 -5.1385
H 0.3565 0.3783 2.8262
H 2.2413 7.6607 3.1833
H 2.4729 -6.4517 -2.9253
H 1.3030 1.4583 3.7649
H 4.5964 -5.3337 2.2842
H 4.8988 6.5791 2.3181
H 4.3856 -1.9203 1.7721
H -3.0689 -0.5510 -5.4853
H -5.6116 -0.9839 -2.9558
H -4.7754 0.0280 -1.7096
H 1.7678 -6.4213 -6.5222
H 3.1538 -4.1863 -3.0677
H 1.1344 -5.2556 1.9900
H -4.2517 3.2699 -2.1156
H -2.6590 -0.1066 -0.3773
```

Output
M: 800.47 g/mol
Energy above the lowest of the compared OMol25 structures with the same formula, charge and spin: 71.0 kcal/mol
HOMO energy: -16.311 eV
HOMO-LUMO gap: 6.9 eV
2S+1: 1
Total charge: +5

Q: HOMO-LUMO gap of number 2 (C49H111N6O)?
A: 6.9 eV